{"formula": "C29H51B3F17N3O12PS", "method": "ωB97M-V/def2-TZVPD", "e_homo_ev": -11.874, "max_force_ev_per_a": 2.2, "homo_lumo_gap_ev": 8.411, "charge": 1, "symbols": ["C", "C", "C", "C", "C", "C", "C", "C", "C", "C", "O", "B", "O", "O", "N", "O", "B", "O", "O", "C", "B", "N", "O", "C", "S", "C", "C", "C", "N", "C", "C", "F", "C", "C", "P", "O", "O", "O", "H", "H", "H", "H", "H", "H", "H", "H", "H", "H", "H", "H", "H", "H", "H", "H", "H", "H", "H", "H", "H", "H", "H", "H", "H", "H", "H", "H", "H", "H", "H", "H", "H", "H", "H", "H", "H", "H", "H", "H", "H", "H", "H", "C", "C", "C", "F", "F", "F", "F", "O", "C", "C", "F", "F", "F", "F", "H", "H", "H", "H", "C", "C", "C", "F", "F", "F", "F", "O", "C", "C", "F", "F", "F", "F", "H", "H", "H", "H"], "coordinates": [[-6.600, -6.585, -1.339], [-5.557, -6.691, -2.447], [-4.227, -6.048, -2.095], [-3.587, -6.633, -0.827], [-2.084, -6.882, -0.932], [-1.254, -5.683, -1.412], [-0.472, -4.993, -0.295], [-1.420, -4.254, 0.634], [-0.764, -3.615, 1.874], [-0.358, -2.150, 1.701], [0.479, -2.135, 0.576], [0.237, -1.422, -0.588], [1.107, -0.445, -1.017], [-0.869, -1.725, -1.327], [-1.490, -1.165, 1.641], [-2.664, -1.368, 0.965], [-3.751, -1.994, 1.653], [-4.286, -3.111, 1.090], [-4.281, -1.339, 2.709], [-1.239, -0.035, 2.196], [-2.192, 1.257, 2.310], [-1.928, 2.335, 1.437], [-3.181, 1.294, 3.252], [0.150, -0.024, 2.820], [-0.048, 1.056, 4.287], [1.062, 0.704, 1.803], [2.062, 1.740, 2.333], [1.569, 3.170, 2.270], [2.488, 4.031, 3.017], [0.354, -1.594, 2.960], [-0.153, -2.187, 4.292], [0.637, -1.644, 5.295], [-1.628, -1.991, 4.654], [-1.829, -2.182, 6.174], [2.186, -2.008, 3.057], [2.349, -3.313, 3.673], [2.891, -1.955, 1.622], [2.841, -0.833, 3.907], [-6.466, -7.351, -0.582], [-6.607, -5.601, -0.876], [-7.589, -6.741, -1.763], [-5.448, -7.735, -2.735], [-5.951, -6.175, -3.321], [-3.550, -6.155, -2.939], [-4.424, -4.989, -1.935], [-3.839, -6.019, 0.034], [-4.061, -7.596, -0.636], [-1.922, -7.768, -1.538], [-1.734, -7.137, 0.070], [-1.909, -4.936, -1.856], [-0.568, -6.007, -2.190], [0.265, -4.327, -0.732], [0.058, -5.758, 0.272], [-2.035, -3.553, 0.087], [-2.112, -5.001, 1.016], [-1.460, -3.714, 2.696], [0.152, -4.158, 2.084], [1.479, -0.640, -1.886], [-1.103, -0.963, -1.870], [-4.360, -3.856, 1.697], [-4.727, -1.940, 3.317], [-2.701, 2.978, 1.318], [-1.532, 2.089, 0.540], [-4.044, 1.475, 2.862], [-0.535, 0.223, 5.204], [1.609, -0.022, 1.223], [0.448, 1.222, 1.070], [2.916, 1.705, 1.657], [2.450, 1.505, 3.316], [1.494, 3.498, 1.236], [0.553, 3.240, 2.668], [2.381, 3.811, 4.002], [2.173, 4.992, 2.932], [0.045, -3.253, 4.294], [-2.241, -2.751, 4.185], [-2.011, -1.003, 4.425], [-1.212, -2.985, 6.559], [-2.871, -2.407, 6.367], [-1.574, -1.264, 6.691], [3.505, -1.219, 1.513], [3.617, -0.450, 3.478], [3.961, 5.639, -1.735], [4.483, 7.062, -2.016], [5.921, 7.222, -2.525], [6.820, 6.801, -1.617], [6.149, 8.534, -2.756], [4.282, 7.844, -0.935], [3.706, 7.551, -3.023], [3.915, 5.186, -0.383], [4.953, 4.525, 0.230], [5.450, 5.293, 1.461], [5.914, 6.501, 1.096], [6.464, 4.609, 2.042], [5.952, 4.237, -0.621], [4.459, 3.336, 0.659], [2.913, 5.681, -2.022], [4.423, 4.904, -2.392], [6.061, 6.672, -3.459], [4.644, 5.416, 2.186], [0.023, 5.176, -5.583], [1.385, 5.259, -4.867], [2.644, 4.833, -5.629], [2.614, 3.528, -5.946], [3.717, 5.035, -4.822], [1.325, 4.597, -3.684], [1.574, 6.574, -4.582], [-0.829, 4.073, -5.299], [-0.805, 2.895, -6.007], [-0.504, 1.705, -5.088], [0.707, 1.834, -4.510], [-0.508, 0.568, -5.815], [0.026, 2.936, -7.059], [-2.050, 2.688, -6.487], [-0.531, 6.028, -5.194], [0.123, 5.344, -6.655], [2.772, 5.430, -6.536], [-1.266, 1.640, -4.308]]}